# C6H12BF4N5OSSn

C6H12BF4N5OSSn as an isolated structure (ωB97M-V/def2-TZVPD, the Open Molecules 2025 dataset).

The geometry in ORCA input format:
```
! wB97M-V def2-TZVPD RIJCOSX def2/J DEFGRID3
* xyz 0 1
Sn 1.08 -0.27 0.31
N 0.65 -2.70 -3.33
C 0.73 -2.24 -2.08
O 1.63 -1.46 -1.75
C -0.36 -2.68 -1.12
C -0.12 -2.19 0.31
H 1.31 -2.37 -4.02
H -0.08 -3.33 -3.61
H -0.43 -3.77 -1.17
H -1.29 -2.27 -1.50
H 0.51 -2.90 0.85
H -1.06 -2.15 0.85
C -1.21 4.60 1.92
C -1.22 3.94 0.59
N -1.45 4.47 -0.56
N -1.33 3.45 -1.45
C -1.01 2.28 -0.87
S -0.73 0.78 -1.56
N -0.97 2.59 0.45
N -0.68 1.64 1.41
H -1.39 5.66 1.81
H -0.23 4.45 2.39
H -1.97 4.16 2.57
H -1.45 3.60 -2.44
H -1.52 1.20 1.78
H -0.18 2.03 2.21
F 0.50 -0.04 5.13
B 0.27 0.50 3.90
F 0.87 -0.32 2.87
F 0.82 1.80 3.75
F -1.11 0.58 3.60
*
```

Output
Gap between HOMO and LUMO ... 8.21 eV
LUMO energy ... 0.18 eV
Highest occupied orbital energy ... -8.027 eV

So, what does the Mulliken scheme give us? The charges, in e, come out as:
1. Sn 0.73
2. N -0.38
3. C 0.71
4. O -0.67
5. C -0.65
6. C -1.22
7. H 0.26
8. H 0.19
9. H 0.46
10. H 0.34
11. H 0.46
12. H 0.39
13. C -1.21
14. C 0.95
15. N -0.79
16. N 0.22
17. C 0.30
18. S -0.55
19. N 0.34
20. N -0.58
21. H 0.35
22. H 0.32
23. H 0.33
24. H 0.17
25. H 0.24
26. H 0.41
27. F -0.32
28. B 0.36
29. F -0.31
30. F -0.44
31. F -0.40

# C61H139N9O9

A 9-piece molecular cluster, C61H139N9O9 overall at a distorted geometry (ωB97M-V/def2-TZVPD, the Open Molecules 2025 dataset).

The geometry in ORCA input format:
```
! wB97M-V def2-TZVPD RIJCOSX def2/J DEFGRID3
* xyz 0 1
C -2.47 2.01 2.14
C -3.28 0.85 2.69
C -4.61 1.32 3.27
C -5.57 1.92 2.20
C -5.87 0.77 1.15
C -4.63 0.18 0.47
N -3.74 -0.15 1.64
O -2.53 -0.85 1.12
C -5.09 -1.14 -0.12
C -3.93 1.13 -0.58
C -2.45 0.05 3.72
H -1.56 1.68 1.64
H -2.32 2.71 2.97
H -2.99 2.51 1.32
H -5.09 0.47 3.78
H -4.45 2.05 4.09
H -5.05 2.72 1.76
H -6.43 2.36 2.66
H -6.46 1.29 0.40
H -6.48 0.03 1.59
H -4.24 -1.69 -0.41
H -5.68 -1.74 0.55
H -5.65 -0.96 -1.08
H -3.95 2.14 -0.17
H -2.86 0.87 -0.73
H -4.37 1.15 -1.60
H -2.44 0.62 4.65
H -1.44 -0.16 3.36
H -2.79 -0.99 3.94
H -2.02 -0.21 0.54
C -0.56 -3.44 -3.58
C -0.26 -2.82 -4.93
C -1.30 -3.16 -6.03
C -2.66 -2.42 -5.94
C -2.42 -0.91 -6.01
C -1.39 -0.46 -4.97
N -0.24 -1.35 -5.04
O 0.67 -0.82 -4.05
C -0.92 1.00 -5.29
C -2.11 -0.42 -3.61
C 1.14 -3.18 -5.35
H -0.41 -4.48 -3.73
H -1.61 -3.29 -3.29
H 0.06 -3.06 -2.72
H -0.70 -2.88 -6.94
H -1.34 -4.25 -6.09
H -3.17 -2.59 -5.02
H -3.36 -2.74 -6.72
H -3.32 -0.32 -5.80
H -2.12 -0.60 -6.99
H -0.55 1.04 -6.31
H -1.84 1.58 -5.23
H -0.21 1.37 -4.53
H -2.89 -1.20 -3.46
H -1.39 -0.50 -2.82
H -2.70 0.49 -3.54
H 1.37 -2.70 -6.29
H 1.37 -4.21 -5.57
H 1.85 -2.71 -4.66
H 1.41 -0.46 -4.56
C -0.68 6.18 -4.20
C -2.27 6.17 -3.97
C -2.76 4.76 -4.28
C -4.06 4.36 -3.64
C -3.92 4.52 -2.14
C -3.57 6.01 -1.82
N -2.36 6.44 -2.52
O -2.04 7.78 -2.27
C -4.73 6.96 -2.14
C -3.19 6.00 -0.34
C -2.88 7.17 -4.93
H -0.17 5.66 -3.39
H -0.35 7.22 -4.35
H -0.39 5.74 -5.12
H -2.89 4.64 -5.36
H -2.02 4.04 -3.94
H -4.30 3.35 -3.94
H -4.90 5.01 -3.94
H -3.00 3.96 -1.90
H -4.84 4.30 -1.58
H -4.47 8.00 -2.18
H -5.20 6.74 -3.08
H -5.47 6.81 -1.33
H -3.92 5.44 0.24
H -2.21 5.55 -0.20
H -3.12 7.04 0.05
H -2.52 6.86 -5.90
H -2.66 8.20 -4.79
H -3.98 7.12 -4.87
H -1.15 7.84 -1.96
C 2.16 -7.19 2.91
C 3.16 -6.36 2.09
C 4.34 -7.27 1.74
C 4.15 -8.17 0.53
C 3.61 -7.36 -0.64
C 2.40 -6.59 -0.33
N 2.62 -5.69 0.86
O 1.53 -4.87 1.13
C 1.92 -5.62 -1.50
C 1.20 -7.60 -0.18
C 3.64 -5.25 2.94
H 2.01 -8.25 2.66
H 1.14 -6.73 2.96
H 2.53 -7.17 3.96
H 5.18 -6.61 1.53
H 4.56 -7.86 2.62
H 3.49 -8.99 0.87
H 5.09 -8.70 0.22
H 3.48 -7.96 -1.53
H 4.36 -6.64 -0.88
H 2.68 -4.82 -1.63
H 1.68 -6.20 -2.39
H 1.04 -5.16 -1.16
H 0.80 -7.88 -1.15
H 1.60 -8.53 0.26
H 0.32 -7.26 0.45
H 4.29 -4.59 2.29
H 4.13 -5.59 3.83
H 2.95 -4.57 3.30
H 0.81 -5.49 1.42
C 3.51 0.26 6.03
C 2.77 -0.12 4.72
C 1.28 -0.12 4.91
C 0.80 1.32 5.16
C 1.15 2.16 3.97
C 2.60 2.24 3.58
N 3.03 0.75 3.46
O 4.42 0.82 3.34
C 2.77 2.80 2.18
C 3.41 3.08 4.50
C 3.26 -1.52 4.24
H 2.92 0.83 6.76
H 4.45 0.87 5.87
H 3.80 -0.67 6.52
H 0.82 -0.47 3.98
H 1.05 -0.81 5.70
H 1.22 1.77 6.10
H -0.30 1.32 5.32
H 0.75 3.19 4.03
H 0.66 1.71 3.10
H 3.79 2.51 1.81
H 1.97 2.57 1.46
H 2.68 3.89 2.27
H 3.38 2.85 5.57
H 4.46 3.13 4.25
H 2.96 4.09 4.38
H 4.34 -1.57 4.30
H 2.96 -1.73 3.21
H 2.94 -2.26 4.95
H 4.64 0.32 2.51
C 2.40 6.13 -0.57
C 0.95 6.61 -0.51
C 0.37 6.91 0.88
O 0.19 5.63 1.56
C -0.26 5.67 2.94
N 0.76 7.83 -1.44
H 2.53 5.18 -0.02
H 3.04 6.76 0.01
H 2.71 6.01 -1.56
H 0.37 5.81 -0.99
H -0.56 7.49 0.79
H 1.07 7.49 1.51
H 0.40 6.32 3.59
H -0.24 4.65 3.39
H -1.22 6.06 2.96
H 0.95 7.50 -2.37
H 1.36 8.57 -1.14
C 5.72 -2.48 0.87
C 5.57 -1.16 0.13
C 5.27 -1.41 -1.34
O 5.02 -0.27 -2.19
C 4.39 -0.69 -3.37
N 4.51 -0.39 0.75
H 4.80 -3.00 0.81
H 5.91 -2.24 1.89
H 6.54 -3.04 0.48
H 6.50 -0.57 0.16
H 4.42 -2.03 -1.43
H 6.16 -1.97 -1.79
H 3.50 -1.30 -3.14
H 5.10 -1.33 -3.91
H 4.08 0.17 -3.98
H 3.62 -0.87 0.57
H 4.45 0.53 0.36
C -2.21 -4.44 0.49
C -1.69 -4.25 1.89
C -2.80 -3.91 2.91
O -2.38 -3.98 4.29
C -1.42 -2.97 4.79
N -0.91 -5.49 2.32
H -1.36 -4.58 -0.19
H -2.83 -3.58 0.20
H -2.88 -5.32 0.44
H -1.02 -3.41 1.86
H -3.57 -4.71 2.91
H -3.32 -3.00 2.59
H -1.95 -2.50 5.67
H -1.28 -2.25 3.91
H -0.50 -3.42 5.14
H -1.64 -6.22 2.34
H -0.67 -5.40 3.29
C 0.72 -1.08 1.44
C 0.69 -1.23 -0.07
C 0.80 0.13 -0.71
O -0.35 0.86 -0.38
C -0.30 2.21 -0.78
N 1.85 -2.05 -0.42
H -0.28 -0.78 1.83
H 1.54 -0.49 1.82
H 0.94 -2.08 1.78
H -0.31 -1.59 -0.40
H 0.81 0.13 -1.83
H 1.76 0.60 -0.45
H -1.24 2.68 -0.58
H -0.10 2.29 -1.84
H 0.44 2.79 -0.19
H 1.90 -2.14 -1.42
H 1.81 -2.99 -0.03
*
```

Output
Gap between HOMO and LUMO ... 8.60 eV
LUMO energy ... 0.52 eV
Highest occupied orbital energy ... -8.084 eV
Structure (SMILES) ... CC1(C)CCCC(C)(C)N1O.CC1(C)CCCC(C)(C)N1O.CC1(C)CCCC(C)(C)N1O.CC1(C)CCCC(C)(C)N1O.CC1(C)CCCC(C)(C)N1O.COC[C@H](C)N.COC[C@H](C)N.COC[C@H](C)N.COC[C@H](C)N

Mulliken atomic charge list, values in e, 99 entries:
1. C -0.13
2. C 2.18
3. C -1.37
4. C -0.14
5. C -1.48
6. C 1.76
7. N 0.10
8. O 1.24
9. C -1.87
10. C -0.40
11. C -1.36
12. H -0.97
13. H 0.84
14. H -0.80
15. H 0.29
16. H 0.45
17. H -0.18
18. H 0.52
19. H 0.43
20. H 0.40
21. H 0.00
22. H 0.40
23. H 0.39
24. H -0.41
25. H -0.26
26. H 0.66
27. H 0.59
28. H -0.69
29. H 0.38
30. H -0.72
31. C -1.31
32. C 2.12
33. C -1.44
34. C -0.68
35. C -1.24
36. C 1.78
37. N -0.18
38. O 0.10
39. C -2.06
40. C -1.07
41. C -2.13
42. H 0.66
43. H 0.37
44. H -0.21
45. H 0.40
46. H 0.48
47. H 0.34
48. H 0.43
49. H 0.34
50. H 0.48
51. H 0.57
52. H 0.41
53. H 0.22
54. H 0.22
55. H -0.47
56. H 0.47
57. H 0.53
58. H 0.41
59. H 0.26
60. H 0.24
61. C -1.86
62. C 1.53
63. C -1.04
64. C -1.23
65. C -0.37
66. C 1.76
67. N 1.02
68. O -0.56
69. C -1.97
70. C -1.66
71. C -1.84
72. H 0.18
73. H 0.42
74. H 0.52
75. H 0.52
76. H 0.13
77. H 0.43
78. H 0.45
79. H -0.48
80. H 0.54
81. H 0.32
82. H 0.36
83. H 0.46
84. H 0.37
85. H 0.03
86. H 0.41
87. H 0.48
88. H 0.40
89. H 0.28
90. H 0.38
91. C -1.10
92. C 2.43
93. C -1.56
94. C -0.67
95. C -1.38
96. C 1.64
97. N 0.01
98. O 1.52
99. C -1.44

# C3H5O2Rb

C3H5O2Rb as an isolated structure at a distorted geometry (ωB97M-V/def2-TZVPD, the Open Molecules 2025 dataset).

The geometry in ORCA input format:
```
! wB97M-V def2-TZVPD RIJCOSX def2/J DEFGRID3
* xyz 1 2
H 0.85 2.34 0.32
Rb 3.86 -0.35 0.93
O 0.71 0.24 0.21
O -0.09 1.92 -1.05
C 0.15 1.44 0.04
C -0.13 -0.93 -0.17
C -1.56 -0.67 0.09
H 0.08 -1.15 -1.22
H 0.27 -1.73 0.46
H -2.24 -0.45 -0.73
H -1.92 -0.66 1.12
*
```

Output
Gap between HOMO and LUMO (spin up / spin down) ... 7.89 / 8.97 eV
LUMO energy (spin up / spin down) ... -4.23 / -4.28 eV
Highest occupied orbital energy (spin up / spin down) ... -12.121 / -13.245 eV
Expectation value of S² ... 0.755

So, what does the Mulliken scheme give us? The charges, in e, come out as:
1. H 0.33
2. Rb 0.98
3. O -0.29
4. O -0.39
5. C 0.10
6. C -0.12
7. C -0.84
8. H 0.27
9. H 0.24
10. H 0.36
11. H 0.35

no.,energy (eV)
1,-44134.78580
2,-97341.57610
3,-7932.66727